A molecular structure, C41H90FINO12P2 in a non-equilibrium geometry. Source: OMol25; level of theory: the ωB97M-V functional and the def2-TZVPD basis.

The geometry in XYZ format:
```
148
Properties=species:S:1:pos:R:3:forces:R:3
C -6.94354 -1.78079 4.88234 -0.447 0.025 -0.515
C -6.27655 -1.65015 3.49346 0.269 0.243 0.991
C -4.75417 -1.87036 3.58413 -0.591 0.017 -0.045
C -4.38375 -3.35775 3.82043 0.188 0.873 -0.623
C -3.87846 -3.97237 2.48279 0.251 -0.223 1.541
C -2.34544 -3.86524 2.44431 -0.399 -0.392 -0.132
C -1.69049 -4.40080 1.16201 -0.325 0.093 -0.241
C -2.24969 -3.79499 -0.15519 0.914 0.813 0.332
C -1.19972 -2.79809 -0.74352 -1.609 0.087 0.122
C -1.32742 -1.48822 0.06410 1.168 -0.821 0.232
C -0.40694 -0.32315 -0.38579 -0.917 1.103 0.044
C 0.97143 -0.78517 -0.86795 -0.310 -0.966 -0.097
C 1.75731 -1.68941 0.09922 0.582 -0.285 0.123
O 1.27828 -1.63373 1.45928 -0.368 1.001 -0.324
C 2.24690 -1.83306 2.39483 -1.480 1.659 1.386
C 2.14132 -1.00966 3.66429 -1.510 -0.048 -0.514
O 3.09975 -2.60970 2.24616 2.672 -2.240 -0.906
C -1.07878 0.32409 -1.62390 1.115 -1.245 0.012
N -2.49212 0.72052 -1.38836 -0.386 0.029 -1.296
P -2.97678 1.74350 -2.86812 0.877 1.925 -0.849
C -4.78250 2.15179 -2.80419 0.100 -0.416 -0.869
C -4.97164 3.37039 -3.77098 -0.085 0.155 0.752
C -2.79834 0.61942 -4.32580 -1.371 -0.796 0.153
C -3.06041 1.37465 -5.65272 0.163 0.119 0.636
C -2.72661 1.53838 -0.16247 -0.123 0.553 1.607
C -3.71876 0.90803 0.84428 0.254 0.202 -0.591
C -4.95409 0.25824 0.25270 -0.575 -0.048 1.257
F -4.70788 -1.06709 -0.10293 0.247 0.038 -0.560
C -1.42710 1.93472 0.61706 -0.141 -0.701 -1.489
P -0.68553 3.59259 0.03262 1.781 0.688 1.081
O -0.77607 3.63256 -1.60927 -0.980 0.271 0.638
O -1.82935 4.70507 0.53230 -0.532 -0.992 -0.663
C -0.38563 0.74997 0.76755 -0.586 0.478 -0.263
I 1.57668 1.58584 1.16411 0.037 -0.186 0.327
H -7.87484 -1.20652 4.88712 0.024 -0.124 0.066
H -7.21960 -2.81723 5.08690 0.187 0.080 0.207
H -6.32379 -1.38307 5.68841 0.073 -0.129 -0.085
H -6.74397 -2.36758 2.81387 0.089 0.172 -0.178
H -6.47356 -0.62667 3.15248 0.019 -0.162 -0.251
H -4.37666 -1.21983 4.38155 0.003 -0.103 -0.042
H -4.31623 -1.50178 2.64492 0.214 -0.217 0.135
H -3.59841 -3.38757 4.58099 -0.057 -0.312 -0.067
H -5.25125 -3.89255 4.21275 0.072 0.015 -0.035
H -4.14723 -5.03315 2.49893 -0.091 0.099 -0.542
H -4.36748 -3.41887 1.68064 -0.019 -0.405 -0.203
H -1.96897 -4.47746 3.27149 0.009 0.188 0.031
H -2.07747 -2.82748 2.68415 0.174 -0.065 -0.258
H -1.80543 -5.48816 1.12218 -0.055 0.076 0.169
H -0.61170 -4.21500 1.23241 -0.070 -0.053 -0.094
H -3.12592 -3.18990 0.09564 -0.154 -0.293 -0.251
H -2.54407 -4.53873 -0.89557 0.091 -0.069 0.128
H -1.47423 -2.57682 -1.78592 0.358 -0.263 -0.043
H -0.22493 -3.27275 -0.66548 0.105 0.274 -0.281
H -1.06981 -1.73869 1.09587 -0.039 0.120 -0.035
H -2.38747 -1.22803 0.07701 0.189 0.155 -0.018
H 1.59224 0.03810 -1.22298 -0.163 0.179 0.306
H 0.79625 -1.38988 -1.76815 -0.005 0.005 0.113
H 1.76098 -2.73655 -0.20667 -0.113 0.112 -0.140
H 2.80277 -1.37050 0.10172 -0.060 -0.067 0.003
H 2.96843 -0.30793 3.75307 0.078 -0.120 0.007
H 1.20020 -0.45321 3.61987 0.204 0.150 0.219
H 2.08217 -1.68794 4.51501 0.318 0.043 -0.013
H -1.10561 -0.46756 -2.37683 -0.126 0.163 -0.046
H -0.45610 1.11911 -2.04581 -0.494 0.373 0.227
H -3.06280 -0.12718 -1.45727 0.064 -0.007 0.790
H -5.35174 1.29982 -3.19035 -0.229 0.078 0.429
H -5.12775 2.48737 -1.83005 0.115 -0.432 0.138
H -5.78954 3.20064 -4.46766 0.280 -0.148 -0.225
H -4.04617 3.66916 -4.26593 -0.189 -0.122 -0.255
H -5.27999 4.23022 -3.17198 0.124 -0.009 -0.052
H -1.83037 0.12011 -4.36155 0.064 0.271 0.193
H -3.57230 -0.16206 -4.25551 0.304 -0.141 0.019
H -2.71433 0.76227 -6.48342 0.106 0.119 0.016
H -4.12362 1.56124 -5.80676 0.074 0.062 0.085
H -2.52862 2.32876 -5.62176 -0.019 -0.070 -0.380
H -3.16532 2.48994 -0.48922 -0.035 -0.182 -0.191
H -3.16793 0.23714 1.50856 -0.326 -0.263 -0.111
H -4.06462 1.71983 1.49187 0.046 0.053 -0.148
H -5.40743 0.79402 -0.58320 0.297 -0.142 -0.156
H -5.71555 0.21372 1.03733 0.014 -0.034 -0.096
H -1.76749 2.15145 1.63552 0.121 0.239 -0.082
H -1.30592 4.38295 -1.92998 0.042 -0.315 -0.081
H -2.00481 4.59205 1.47994 0.096 0.244 -0.216
H -0.67089 0.23907 1.68453 0.435 -0.022 0.062
C 5.70909 1.28053 4.11792 -0.067 -0.078 -0.033
O 4.42075 1.75497 4.48690 0.207 -0.008 -0.065
C 4.43316 2.46287 5.72126 -0.423 -0.021 -0.138
C 4.37041 3.95956 5.50016 0.340 0.085 0.254
O 5.55632 4.44444 4.88852 -0.140 -0.111 -0.196
C 5.39830 4.70771 3.50508 0.071 0.050 0.063
H 5.65470 0.91644 3.09124 -0.081 -0.011 0.028
H 6.46029 2.07123 4.16871 0.004 -0.007 0.038
H 6.00259 0.45024 4.76809 0.109 0.028 -0.021
H 5.31186 2.19595 6.31478 0.035 0.048 -0.044
H 3.54313 2.15202 6.27807 0.022 0.019 0.044
H 4.28475 4.45476 6.47249 -0.048 -0.021 0.001
H 3.48901 4.22535 4.90760 0.004 -0.059 -0.032
H 4.78268 5.60106 3.35691 -0.037 -0.029 -0.080
H 4.94610 3.86027 2.98194 -0.029 0.010 0.006
H 6.38599 4.89088 3.08421 0.004 0.023 0.074
C -4.28838 -3.16496 -6.00103 -0.068 0.052 -0.067
O -5.52077 -3.85479 -6.02727 0.194 0.028 0.166
C -5.40076 -5.20369 -5.58904 -0.394 0.062 -0.101
C -5.90151 -5.37057 -4.16983 0.330 -0.218 0.089
O -5.05962 -4.69698 -3.23661 -0.101 0.210 -0.093
C -5.60606 -3.47252 -2.78531 0.084 -0.082 0.021
H -4.49377 -2.10693 -6.17126 -0.059 -0.030 -0.060
H -3.78646 -3.27484 -5.03464 0.045 -0.038 -0.016
H -3.63240 -3.52620 -6.80013 0.092 0.029 0.066
H -4.36729 -5.55168 -5.67557 0.008 0.026 0.050
H -6.01837 -5.81273 -6.25523 0.022 -0.032 0.026
H -5.87896 -6.43323 -3.91201 -0.030 0.004 -0.017
H -6.93531 -5.02449 -4.08193 0.021 0.053 -0.036
H -6.44958 -3.65732 -2.11234 -0.045 0.099 -0.009
H -5.93422 -2.84467 -3.61929 -0.048 -0.018 -0.003
H -4.82871 -2.94269 -2.23120 0.009 -0.089 0.042
C 10.29674 -1.20998 2.16930 0.018 0.045 0.089
O 9.70124 0.07398 2.26751 -0.014 -0.162 -0.164
C 9.73044 0.79211 1.04228 -0.134 0.209 0.358
C 8.37986 0.77178 0.35836 0.171 -0.111 -0.391
O 8.04135 -0.53304 -0.09350 -0.071 0.025 0.216
C 7.10583 -1.17933 0.75008 0.010 -0.021 -0.080
H 10.07291 -1.75357 3.08618 -0.005 0.077 0.022
H 9.90204 -1.77403 1.32089 0.024 0.014 -0.024
H 11.38340 -1.11650 2.07431 -0.001 -0.071 -0.054
H 10.50554 0.40041 0.37715 -0.051 -0.042 -0.027
H 9.98597 1.82869 1.28460 0.008 0.007 -0.057
H 8.42285 1.41569 -0.52634 0.005 0.039 0.034
H 7.60614 1.16624 1.02556 0.028 -0.028 0.053
H 6.11684 -0.71866 0.63558 -0.043 -0.030 0.108
H 7.41079 -1.13766 1.79887 -0.030 0.033 0.004
H 7.04162 -2.22385 0.44833 0.014 0.041 -0.070
C 5.03490 5.59118 -3.30962 0.028 0.068 0.064
O 4.31446 5.43626 -2.09690 -0.005 -0.126 -0.199
C 2.98312 4.98840 -2.29756 0.119 0.121 0.388
C 2.84078 3.51461 -1.98214 -0.146 -0.077 -0.408
O 3.54523 2.70691 -2.91763 0.123 0.019 0.167
C 4.77360 2.21530 -2.40459 -0.030 -0.034 -0.085
H 6.08106 5.75838 -3.05801 -0.041 0.024 0.066
H 4.96256 4.70065 -3.93849 -0.030 0.008 -0.013
H 4.66424 6.46145 -3.86111 0.016 -0.043 -0.073
H 2.64900 5.19878 -3.31858 0.024 -0.063 -0.019
H 2.34747 5.55679 -1.60976 -0.052 -0.032 -0.023
H 1.78372 3.24033 -2.05643 -0.024 0.042 0.065
H 3.17227 3.30431 -0.96155 0.049 0.076 -0.010
H 4.58737 1.44077 -1.65144 0.074 0.021 0.059
H 5.37557 3.01458 -1.96574 -0.023 -0.007 0.034
H 5.32914 1.77273 -3.23017 -0.072 -0.012 -0.013
```
Positions in Å, forces in eV/Å.

The orbital gap is 8.256 eV. The value obtained for the HOMO energy is -10.45 eV. The total energy is -3653.68264 Ha. As for the net charge: +1.

A molecular structure, C4H7NO. Source: OMol25; level of theory: the ωB97M-V functional and the def2-TZVPD basis.

The geometry in XYZ format:
```
13
Properties=species:S:1:pos:R:3:forces:R:3
O -1.20380 -0.32614 -1.55030 0.189 -0.089 -0.266
C -0.36116 -0.11233 -0.47722 -0.033 0.080 0.112
C 0.83660 0.84191 -0.27922 0.319 0.277 -0.029
N 0.62670 0.25034 1.10519 0.136 0.124 0.201
C -0.84352 0.47732 0.84543 -0.385 0.101 0.191
C 0.45737 -1.08305 0.38395 0.069 -0.374 0.082
H -0.69330 -0.65553 -2.29925 -0.045 0.004 0.027
H 1.85549 0.59849 -0.57704 -0.162 -0.105 -0.660
H 0.60935 1.90443 -0.41823 0.154 -0.100 0.379
H -1.51432 -0.11213 1.47580 0.084 -0.014 -0.118
H -1.08966 1.54368 0.86615 -0.139 -0.199 -0.044
H 1.38988 -1.48014 -0.03676 -0.170 0.124 0.100
H -0.06961 -1.84685 0.96149 -0.017 0.172 0.024
```
Positions in Å, forces in eV/Å.

The orbital gap is 10.375 eV. The value obtained for the HOMO energy is -9.61 eV. The total energy is -286.50083 Ha. The relative energy (zero: lowest compared OMol25 entry of this formula, charge and spin) comes out at 82.1 kcal per mole.

A single C18H25FN4O2S molecule. Source: OMol25; level of theory: the ωB97M-V functional and the def2-TZVPD basis.

The geometry in XYZ format:
```
51
Properties=species:S:1:pos:R:3:forces:R:3
C -0.19077 -2.64219 -2.86048 -0.344 -0.166 -0.150
N 0.92736 -2.16438 -2.08534 0.490 -0.111 0.275
C 1.20259 -0.85806 -1.90168 0.058 -0.209 -0.056
S 0.08270 0.29899 -2.33105 -0.531 0.539 -0.495
N 2.40335 -0.53068 -1.36059 -0.224 -0.101 -0.113
C 2.87594 0.84512 -1.35022 0.247 0.512 -0.190
C 3.25220 1.31804 0.06040 -0.159 -0.161 0.110
C 2.37561 0.62826 1.10502 0.187 0.016 0.278
N 0.99190 1.00647 0.91469 0.181 0.092 -0.281
C 0.22704 1.42899 1.93768 -0.219 0.226 -0.501
O 0.59939 1.42279 3.09365 -0.032 -0.025 0.583
C -1.18547 1.89240 1.56074 -0.178 0.246 0.423
C -2.20126 0.86977 2.11494 0.225 0.138 -0.027
C -1.95001 -0.49342 1.54038 -0.217 -0.017 0.063
C -1.03423 -1.34709 2.14698 -0.102 -0.087 -0.090
C -0.75154 -2.58686 1.60299 -0.063 -0.165 -0.137
C -1.40218 -2.96670 0.44427 -0.022 0.138 0.014
F -1.12195 -4.17816 -0.09610 -0.039 0.068 0.045
C -2.32755 -2.14975 -0.17518 0.136 -0.272 -0.029
C -2.59218 -0.91024 0.37995 0.082 -0.041 0.153
N -1.38412 2.12819 0.15450 -0.032 -0.435 0.209
C -1.53224 3.38063 -0.35080 -0.003 -0.120 -0.336
C -1.82457 3.40327 -1.83268 0.002 0.205 0.053
O -1.44903 4.37396 0.33835 0.005 0.371 0.100
C 2.57347 -0.90171 1.03426 0.084 0.044 -0.074
C 3.06269 -1.33648 -0.35532 0.058 -0.325 0.345
H 0.08959 -2.79113 -3.90762 -0.020 0.062 0.035
H -0.53831 -3.58597 -2.44588 -0.003 -0.023 0.005
H -0.98839 -1.90328 -2.81572 0.058 -0.157 -0.010
H 1.67064 -2.83255 -1.95001 -0.002 0.155 0.030
H 2.09650 1.47883 -1.77591 0.192 -0.143 0.077
H 3.75257 0.90429 -2.00726 -0.078 0.042 0.030
H 4.29640 1.09023 0.27803 0.048 0.018 0.024
H 3.12466 2.39825 0.12466 0.064 0.012 0.007
H 2.63301 0.97733 2.11069 -0.012 -0.080 -0.217
H 0.62461 1.03635 -0.02801 -0.098 0.060 -0.023
H -1.34106 2.85852 2.05723 0.101 -0.242 -0.068
H -3.20855 1.21046 1.87113 0.026 0.041 0.048
H -2.08561 0.84558 3.19867 -0.051 0.022 -0.010
H -0.53706 -1.03484 3.05289 0.069 0.054 0.114
H -0.04947 -3.26064 2.06998 0.068 -0.081 0.029
H -2.83231 -2.48391 -1.06762 -0.031 -0.058 -0.098
H -3.31980 -0.26602 -0.09178 -0.096 0.081 -0.040
H -1.46981 1.33373 -0.46302 0.028 0.054 -0.055
H -1.67946 4.40933 -2.21422 0.007 0.023 0.018
H -1.18242 2.70733 -2.36581 0.040 -0.041 -0.068
H -2.86044 3.11249 -1.99709 -0.095 -0.033 -0.035
H 3.29491 -1.22132 1.78567 0.040 -0.060 0.060
H 1.61812 -1.38045 1.25327 0.070 -0.012 0.017
H 2.87304 -2.40026 -0.49799 0.123 0.061 -0.029
H 4.13897 -1.17269 -0.45628 -0.039 -0.114 -0.013
```
Positions in Å, forces in eV/Å.

The orbital gap is 9.097 eV. The value obtained for the HOMO energy is -8.66 eV. Its SMILES is CNC(=S)N1CCC(NC(=O)[C@H](Cc2ccc(F)cc2)NC(C)=O)CC1. The total energy is -1568.53638 Ha. The relative energy (zero: lowest compared OMol25 entry of this formula, charge and spin) comes out at 0.0 kcal per mole.

The records above yield LUMO level values of -2.20; 0.76; 0.44 eV, respectively.